Record 1
{
  "formula": "C47H115F6KN7O15P",
  "method": "ωB97M-V/def2-TZVPD",
  "species": ["K", "P", "F", "F", "F", "F", "F", "F", "C", "O", "C", "C", "N", "C", "C", "O", "C", "H", "H", "H", "H", "H", "H", "H", "H", "H", "H", "H", "H", "H", "H", "H", "C", "O", "C", "C", "N", "C", "C", "O", "C", "H", "H", "H", "H", "H", "H", "H", "H", "H", "H", "H", "H", "H", "H", "H", "C", "O", "C", "C", "N", "C", "C", "O", "C", "H", "H", "H", "H", "H", "H", "H", "H", "H", "H", "H", "H", "H", "H", "H", "C", "O", "C", "C", "N", "C", "C", "O", "C", "H", "H", "H", "H", "H", "H", "H", "H", "H", "H", "H", "H", "H", "H", "H", "C", "O", "C", "C", "N", "C", "C", "O", "C", "H", "H", "H", "H", "H", "H", "H", "H", "H", "H", "H", "H", "H", "H", "H", "C", "O", "C", "C", "N", "C", "C", "O", "C", "H", "H", "H", "H", "H", "H", "H", "H", "H", "H", "H", "H", "H", "H", "H", "C", "C", "O", "O", "H", "H", "H", "H", "H", "H", "C", "C", "C", "C", "C", "C", "N", "O", "C", "C", "C", "H", "H", "H", "H", "H", "H", "H", "H", "H", "H", "H", "H", "H", "H", "H", "H", "H", "H", "H"],
  "coordinates": [[-27.82, 7.03, 7.95], [-29.36, 9.33, 6.08], [-29.10, 9.54, 7.72], [-30.90, 9.78, 6.15], [-28.96, 10.83, 5.85], [-29.47, 8.96, 4.50], [-27.79, 8.95, 5.90], [-29.69, 7.76, 6.36], [-34.01, 12.82, 12.60], [-33.30, 13.64, 11.71], [-32.42, 14.50, 12.37], [-31.69, 15.37, 11.35], [-31.16, 14.62, 10.23], [-30.34, 15.45, 9.39], [-30.10, 14.65, 8.05], [-31.40, 14.45, 7.53], [-31.53, 13.41, 6.64], [-33.34, 11.98, 12.92], [-34.92, 12.48, 12.06], [-34.38, 13.32, 13.54], [-31.75, 13.86, 12.91], [-32.93, 15.19, 13.00], [-31.00, 15.96, 11.90], [-32.41, 16.10, 11.00], [-31.94, 14.24, 9.72], [-29.37, 15.55, 9.81], [-30.83, 16.44, 9.16], [-29.58, 13.70, 8.18], [-29.47, 15.31, 7.43], [-31.08, 13.55, 5.69], [-32.61, 13.25, 6.38], [-31.05, 12.54, 7.09], [-40.00, 8.11, 13.27], [-38.87, 8.13, 12.39], [-37.91, 8.86, 13.00], [-36.59, 8.81, 12.21], [-36.69, 9.52, 10.96], [-35.59, 9.25, 10.03], [-35.50, 10.35, 9.03], [-34.31, 10.28, 8.32], [-34.02, 11.45, 7.55], [-40.78, 7.60, 12.76], [-40.41, 9.11, 13.55], [-39.76, 7.60, 14.20], [-37.72, 8.37, 14.03], [-38.17, 9.90, 13.17], [-36.32, 7.75, 11.95], [-35.73, 9.25, 12.78], [-37.53, 9.21, 10.51], [-35.62, 8.24, 9.65], [-34.68, 9.30, 10.59], [-35.61, 11.40, 9.34], [-36.30, 10.27, 8.26], [-34.66, 11.54, 6.69], [-32.99, 11.37, 7.15], [-34.08, 12.33, 8.19], [-24.09, 8.42, 7.59], [-24.73, 7.33, 8.22], [-24.04, 6.15, 7.85], [-24.89, 4.89, 8.18], [-25.95, 4.76, 7.19], [-26.65, 3.50, 7.21], [-27.91, 3.53, 6.45], [-28.80, 4.43, 7.05], [-30.09, 4.48, 6.40], [-24.54, 8.41, 6.61], [-22.96, 8.32, 7.60], [-24.43, 9.35, 8.07], [-23.07, 6.21, 8.32], [-23.82, 6.16, 6.81], [-25.28, 4.96, 9.18], [-24.20, 4.02, 8.14], [-25.56, 4.87, 6.27], [-26.78, 3.25, 8.27], [-26.10, 2.57, 6.83], [-28.24, 2.51, 6.57], [-27.73, 3.86, 5.42], [-30.57, 5.43, 6.62], [-30.68, 3.59, 6.74], [-30.00, 4.49, 5.33], [-26.14, 8.66, 2.57], [-26.23, 7.40, 1.89], [-27.58, 6.91, 1.75], [-27.62, 5.66, 0.93], [-27.29, 5.93, -0.46], [-27.78, 4.96, -1.35], [-27.32, 5.19, -2.80], [-26.00, 4.64, -2.82], [-25.52, 3.96, -3.94], [-26.56, 9.48, 1.97], [-25.07, 8.86, 2.57], [-26.61, 8.48, 3.59], [-28.13, 7.63, 1.17], [-27.95, 6.87, 2.74], [-28.68, 5.32, 0.91], [-26.99, 4.88, 1.34], [-26.28, 6.06, -0.56], [-28.85, 4.87, -1.22], [-27.48, 3.95, -1.13], [-27.37, 6.26, -3.08], [-28.04, 4.69, -3.53], [-25.13, 4.59, -4.72], [-26.26, 3.20, -4.31], [-24.66, 3.45, -3.52], [-33.37, 7.14, 8.57], [-32.04, 7.03, 9.04], [-31.65, 8.09, 9.87], [-30.59, 7.66, 10.91], [-29.59, 6.83, 10.32], [-28.69, 6.10, 11.20], [-27.66, 7.01, 11.78], [-26.91, 7.60, 10.69], [-25.74, 8.21, 11.22], [-33.55, 6.35, 7.88], [-33.52, 8.06, 8.00], [-34.10, 7.14, 9.40], [-32.52, 8.52, 10.53], [-31.31, 8.91, 9.16], [-31.14, 7.04, 11.70], [-30.27, 8.54, 11.40], [-30.06, 6.10, 9.81], [-28.32, 5.21, 10.68], [-29.31, 5.66, 11.96], [-26.99, 6.52, 12.52], [-28.17, 7.84, 12.21], [-25.97, 9.02, 11.97], [-25.15, 8.66, 10.42], [-25.13, 7.37, 11.64], [-24.27, 15.32, 11.93], [-24.82, 14.23, 11.20], [-25.25, 14.61, 9.87], [-25.95, 13.42, 9.30], [-25.93, 13.42, 7.81], [-26.40, 12.24, 7.04], [-26.51, 12.66, 5.55], [-27.43, 13.74, 5.40], [-27.87, 13.92, 4.09], [-23.64, 15.92, 11.34], [-23.75, 14.85, 12.76], [-25.11, 15.99, 12.32], [-24.31, 14.82, 9.36], [-25.77, 15.58, 9.82], [-26.94, 13.34, 9.74], [-25.31, 12.59, 9.61], [-26.53, 14.15, 7.45], [-27.38, 11.79, 7.34], [-25.62, 11.45, 6.99], [-26.85, 11.78, 4.98], [-25.55, 13.00, 5.18], [-27.00, 14.06, 3.35], [-28.52, 14.78, 4.04], [-28.30, 12.97, 3.76], [-29.99, 11.37, 10.56], [-28.85, 10.41, 10.55], [-28.36, 10.30, 11.87], [-29.40, 12.55, 11.08], [-30.80, 10.96, 11.23], [-30.44, 11.52, 9.56], [-28.00, 10.70, 9.82], [-29.05, 9.43, 10.29], [-28.28, 11.27, 12.09], [-30.10, 13.27, 10.96], [-33.03, 8.66, 3.67], [-32.79, 8.96, 2.16], [-34.14, 8.95, 1.40], [-34.97, 10.25, 1.72], [-34.18, 11.49, 1.48], [-32.86, 11.50, 2.20], [-32.18, 10.23, 1.89], [-30.85, 10.28, 2.42], [-31.98, 12.58, 1.56], [-33.04, 11.78, 3.70], [-31.94, 7.77, 1.57], [-33.87, 9.18, 4.16], [-32.15, 8.92, 4.28], [-33.31, 7.58, 3.88], [-33.78, 8.90, 0.34], [-34.77, 8.07, 1.55], [-35.12, 10.19, 2.77], [-35.93, 10.23, 1.27], [-34.65, 12.48, 1.74], [-33.97, 11.56, 0.43], [-32.53, 13.52, 1.56], [-31.04, 12.68, 2.07], [-31.73, 12.34, 0.57], [-32.19, 11.34, 4.25], [-33.02, 12.85, 3.97], [-34.06, 11.31, 3.98], [-32.49, 6.87, 1.64], [-30.95, 7.68, 2.01], [-31.87, 8.04, 0.51], [-30.85, 9.88, 3.32]],
  "lumo_ev": 0.08,
  "e_homo_ev": -7.994
}

Record 2
{
  "formula": "C16H14IN3Sn",
  "method": "ωB97M-V/def2-TZVPD",
  "species": ["Sn", "C", "C", "C", "C", "N", "C", "C", "C", "C", "C", "C", "N", "C", "C", "C", "C", "C", "N", "H", "H", "H", "H", "H", "H", "H", "H", "H", "H", "H", "I", "C", "H", "H", "H"],
  "coordinates": [[0.86, -0.76, -0.07], [3.40, 2.67, -0.62], [2.60, 3.71, -0.17], [1.27, 3.46, 0.16], [0.78, 2.16, 0.04], [1.56, 1.14, -0.39], [2.84, 1.41, -0.71], [-0.58, 1.72, 0.35], [-1.62, 2.52, 0.80], [-2.86, 1.94, 1.03], [-3.03, 0.58, 0.80], [-1.95, -0.17, 0.35], [-0.73, 0.39, 0.13], [-1.95, -1.60, 0.05], [-3.04, -2.46, 0.18], [-2.88, -3.80, -0.16], [-1.65, -4.25, -0.61], [-0.62, -3.33, -0.71], [-0.74, -2.03, -0.39], [4.44, 2.84, -0.89], [3.00, 4.72, -0.09], [0.64, 4.27, 0.51], [3.42, 0.56, -1.06], [-1.49, 3.59, 0.97], [-3.69, 2.55, 1.37], [-4.00, 0.13, 0.97], [-4.00, -2.11, 0.53], [-3.71, -4.49, -0.06], [-1.49, -5.29, -0.88], [0.37, -3.63, -1.06], [3.71, -2.77, -0.07], [3.00, -0.76, -0.07], [3.37, -0.24, -0.98], [3.37, -0.24, 0.84], [1.40, -2.43, -0.07]],
  "charge": 2,
  "lumo_ev": -8.75,
  "e_homo_ev": -14.084
}

Record 3
{
  "formula": "C2H12NO2",
  "method": "ωB97M-V/def2-TZVPD",
  "species": ["C", "N", "C", "H", "H", "H", "H", "H", "H", "H", "H", "H", "H", "O", "H", "H", "O"],
  "coordinates": [[0.79, 0.71, -1.25], [-0.35, 0.05, -0.57], [-0.38, 0.25, 0.92], [1.70, 0.55, -0.68], [0.63, 1.78, -1.40], [0.93, 0.26, -2.22], [-1.24, 0.37, -0.99], [-0.22, -0.94, -0.74], [0.38, -0.39, 1.37], [-0.21, 1.31, 1.14], [-1.34, -0.07, 1.28], [3.02, -2.87, 3.66], [2.56, -2.62, 2.25], [2.25, -2.59, 3.16], [-3.32, 0.91, -2.38], [-2.64, 2.11, -1.71], [-2.55, 1.16, -1.84]],
  "charge": 1,
  "lumo_ev": -3.23,
  "de_lowest_kcal_mol": 16.23,
  "e_homo_ev": -14.232
}

Record 4
{
  "formula": "C6H9N3O2S",
  "method": "ωB97M-V/def2-TZVPD",
  "species": ["C", "C", "C", "C", "C", "C", "N", "N", "N", "O", "O", "S", "H", "H", "H", "H", "H", "H", "H", "H", "H"],
  "coordinates": [[3.80, -0.61, -0.11], [3.43, -1.49, 0.80], [3.03, 0.62, -0.36], [1.36, -0.57, 0.88], [-4.08, 1.27, 0.50], [-1.52, -1.13, -1.03], [2.10, -1.53, 1.21], [-3.27, 0.06, 0.40], [1.73, 0.53, 0.29], [3.31, 1.60, -0.97], [-1.07, 1.30, -0.32], [-1.67, 0.04, 0.34], [4.88, -0.47, -0.45], [4.13, -2.06, 1.30], [-3.46, 2.16, 0.16], [-4.34, 1.57, 1.48], [-4.89, 1.31, -0.33], [-1.85, -0.51, -1.84], [-0.51, -1.52, -1.17], [-2.36, -1.94, -1.07], [1.26, 1.39, 0.28]],
  "lumo_ev": [0.54, -1.92],
  "de_lowest_kcal_mol": 26.84,
  "multiplicity": 3,
  "e_homo_ev": [-8.858, -9.541],
  "s2": 2.0125
}

Record 5
{
  "formula": "C51H100F30N10O24S10",
  "method": "ωB97M-V/def2-TZVPD",
  "species": ["C", "C", "C", "C", "N", "C", "C", "C", "C", "C", "H", "H", "H", "H", "H", "H", "H", "H", "H", "H", "H", "H", "H", "H", "H", "H", "H", "H", "H", "H", "C", "C", "N", "C", "C", "C", "C", "C", "O", "C", "H", "H", "H", "H", "H", "H", "H", "H", "H", "H", "H", "H", "H", "H", "H", "H", "H", "H", "H", "H", "C", "C", "N", "C", "C", "C", "C", "C", "O", "C", "H", "H", "H", "H", "H", "H", "H", "H", "H", "H", "H", "H", "H", "H", "H", "H", "H", "H", "H", "H", "C", "C", "N", "C", "C", "C", "C", "C", "O", "C", "H", "H", "H", "H", "H", "H", "H", "H", "H", "H", "H", "H", "H", "H", "H", "H", "H", "H", "H", "H", "C", "C", "N", "C", "C", "C", "C", "C", "O", "C", "H", "H", "H", "H", "H", "H", "H", "H", "H", "H", "H", "H", "H", "H", "H", "H", "H", "H", "H", "H", "C", "F", "F", "F", "S", "O", "O", "N", "S", "O", "O", "C", "F", "F", "F", "C", "F", "F", "F", "S", "O", "O", "N", "S", "O", "O", "C", "F", "F", "F", "C", "F", "F", "F", "S", "O", "O", "N", "S", "O", "O", "C", "F", "F", "F", "C", "F", "F", "F", "S", "O", "O", "N", "S", "O", "O", "C", "F", "F", "F", "C", "F", "F", "F", "S", "O", "O", "N", "S", "O", "O", "C", "F", "F", "F"],
  "coordinates": [[5.12, 1.38, -5.43], [5.00, 0.50, -6.68], [4.89, -0.94, -6.10], [3.37, -1.24, -5.94], [3.11, -2.50, -5.14], [1.66, -2.70, -4.98], [1.48, -3.67, -3.84], [2.78, -3.77, -3.04], [3.55, -2.54, -3.67], [3.74, -3.70, -5.82], [6.00, 1.00, -4.93], [4.25, 1.45, -4.80], [5.41, 2.38, -5.81], [5.90, 0.74, -7.25], [4.10, 0.62, -7.32], [5.51, -1.13, -5.20], [5.29, -1.69, -6.80], [3.00, -1.54, -6.92], [2.78, -0.45, -5.48], [1.27, -3.05, -5.96], [1.17, -1.73, -4.82], [1.25, -4.67, -4.27], [0.59, -3.36, -3.22], [3.37, -4.67, -3.32], [2.56, -3.50, -2.04], [4.66, -2.66, -3.57], [3.18, -1.57, -3.26], [4.80, -3.62, -5.63], [3.49, -3.65, -6.83], [3.39, -4.70, -5.50], [1.28, 7.32, 2.39], [1.00, 6.33, 1.20], [1.78, 5.04, 1.19], [3.24, 5.27, 1.45], [1.11, 4.21, 2.31], [1.86, 3.03, 2.73], [1.61, 4.25, -0.07], [2.29, 4.76, -1.34], [1.72, 5.95, -1.73], [1.92, 6.36, -3.03], [0.96, 7.02, 3.39], [0.82, 8.31, 2.12], [2.37, 7.41, 2.58], [1.20, 6.87, 0.24], [-0.01, 6.02, 1.21], [3.25, 5.51, 2.54], [3.68, 6.10, 0.84], [3.78, 4.33, 1.31], [0.15, 4.03, 1.95], [0.94, 4.93, 3.11], [2.77, 3.36, 3.21], [2.09, 2.35, 1.94], [1.14, 2.56, 3.38], [0.53, 4.08, -0.40], [2.04, 3.26, 0.06], [1.97, 3.94, -2.02], [3.40, 4.88, -1.34], [1.46, 7.33, -3.15], [1.38, 5.68, -3.67], [2.92, 6.46, -3.34], [-2.26, -6.34, 1.17], [-2.15, -4.79, 0.76], [-1.32, -4.70, -0.47], [0.14, -4.93, -0.20], [-1.72, -5.56, -1.59], [-3.22, -5.43, -2.16], [-1.49, -3.21, -0.89], [-0.73, -2.15, -0.20], [-1.33, -2.03, 1.10], [-1.06, -0.71, 1.55], [-3.22, -6.35, 1.64], [-1.50, -6.70, 1.81], [-2.35, -6.87, 0.24], [-1.85, -4.12, 1.52], [-3.21, -4.56, 0.53], [0.23, -5.98, -0.11], [0.40, -4.48, 0.76], [0.76, -4.50, -1.02], [-1.61, -6.58, -1.37], [-1.13, -5.37, -2.51], [-3.41, -4.76, -2.99], [-3.95, -5.24, -1.33], [-3.35, -6.40, -2.59], [-2.53, -3.01, -0.80], [-1.17, -3.19, -1.95], [-0.89, -1.26, -0.78], [0.34, -2.31, -0.20], [-0.08, -0.58, 2.01], [-1.78, -0.52, 2.35], [-1.21, 0.00, 0.79], [-7.84, 2.51, 1.18], [-6.37, 2.80, 0.99], [-5.98, 2.70, -0.49], [-6.66, 1.58, -1.23], [-6.21, 4.02, -1.22], [-5.72, 4.09, -2.67], [-4.49, 2.30, -0.49], [-3.59, 3.36, 0.15], [-3.13, 4.33, -0.79], [-2.17, 3.86, -1.72], [-8.06, 2.76, 2.16], [-8.09, 1.49, 1.01], [-8.51, 3.18, 0.62], [-5.68, 2.08, 1.40], [-6.15, 3.84, 1.28], [-6.69, 0.64, -0.65], [-6.12, 1.35, -2.16], [-7.68, 1.88, -1.58], [-5.75, 4.78, -0.62], [-7.29, 4.30, -1.18], [-4.83, 3.49, -2.76], [-5.43, 5.16, -2.82], [-6.42, 3.89, -3.46], [-4.24, 2.08, -1.52], [-4.46, 1.48, 0.19], [-2.68, 2.88, 0.53], [-4.07, 3.97, 0.91], [-1.62, 4.68, -2.25], [-2.50, 3.21, -2.53], [-1.41, 3.20, -1.27], [5.05, 0.49, 4.37], [3.66, 1.04, 4.80], [2.68, -0.03, 5.30], [2.80, -1.30, 4.56], [2.87, -0.18, 6.75], [2.55, 1.00, 7.60], [1.18, 0.54, 5.01], [-0.10, -0.16, 5.55], [-0.26, -1.24, 4.69], [-1.51, -1.85, 4.75], [5.61, 1.37, 4.01], [4.98, -0.22, 3.54], [5.64, 0.21, 5.24], [3.11, 1.33, 3.89], [3.75, 1.81, 5.54], [2.06, -1.95, 5.03], [3.80, -1.71, 4.54], [2.54, -1.10, 3.54], [3.97, -0.43, 6.91], [2.38, -1.19, 6.96], [2.93, 0.86, 8.60], [1.52, 1.31, 7.52], [3.13, 1.91, 7.32], [1.19, 0.61, 3.94], [1.28, 1.53, 5.35], [-0.94, 0.53, 5.37], [-0.06, -0.43, 6.61], [-1.51, -2.53, 5.60], [-1.72, -2.37, 3.85], [-2.31, -1.13, 4.92], [-6.49, -2.72, 0.80], [-5.89, -2.41, -0.36], [-7.43, -3.55, 0.57], [-5.57, -3.32, 1.57], [-7.28, -1.41, 1.78], [-8.38, -0.83, 1.09], [-7.54, -2.01, 3.03], [-6.20, -0.20, 1.82], [-4.98, -0.29, 2.78], [-4.63, -1.57, 3.27], [-3.94, 0.55, 2.27], [-5.59, 0.71, 4.20], [-5.90, 1.96, 3.92], [-6.74, 0.18, 4.81], [-4.63, 0.68, 5.15], [3.66, 0.47, -0.53], [4.16, 1.54, 0.11], [2.82, 0.92, -1.48], [4.67, -0.12, -1.19], [3.05, -0.90, 0.56], [2.18, -0.17, 1.43], [2.44, -1.72, -0.40], [4.16, -1.46, 1.55], [5.34, -2.38, 0.78], [5.00, -2.63, -0.57], [6.66, -1.91, 1.10], [4.87, -3.96, 1.60], [5.34, -4.92, 0.86], [5.23, -4.02, 2.85], [3.49, -4.08, 1.66], [-1.81, 5.32, 5.04], [-1.91, 6.63, 5.47], [-2.93, 4.63, 5.16], [-1.46, 5.26, 3.79], [-0.41, 4.59, 6.12], [-0.89, 4.76, 7.48], [-0.12, 3.26, 5.59], [0.68, 5.60, 5.62], [2.22, 5.27, 5.62], [2.67, 4.10, 6.38], [2.87, 5.63, 4.39], [2.92, 6.65, 6.68], [2.63, 7.83, 6.15], [2.48, 6.59, 7.96], [4.23, 6.50, 6.70], [-3.76, -0.49, -3.96], [-4.22, -1.49, -3.21], [-4.27, -0.63, -5.12], [-4.25, 0.75, -3.51], [-1.89, -0.52, -4.15], [-1.38, -1.61, -3.42], [-1.66, -0.57, -5.54], [-1.46, 0.95, -3.51], [0.00, 1.37, -3.69], [0.49, 2.11, -2.59], [0.91, 0.32, -4.18], [0.01, 2.69, -5.07], [-0.34, 2.19, -6.21], [-0.84, 3.71, -4.75], [1.24, 3.29, -5.16], [0.83, -9.51, -2.67], [0.14, -9.59, -1.54], [2.13, -9.39, -2.44], [0.67, -10.53, -3.48], [0.38, -7.86, -3.50], [-1.02, -7.79, -3.55], [1.03, -6.92, -2.62], [0.88, -8.00, -5.06], [1.91, -7.03, -5.78], [1.27, -6.05, -6.58], [2.98, -6.49, -4.97], [2.84, -8.29, -6.79], [3.87, -7.66, -7.41], [3.37, -9.28, -6.09], [2.05, -8.70, -7.80]],
  "lumo_ev": 0.02,
  "e_homo_ev": -9.437
}

Number 1: electronic energy -4912.018181 a.u.. Number 2: electronic energy -1293.530977 a.u.. Number 3: electronic energy -288.388183 a.u.. Number 4: electronic energy -946.764432 a.u.. Number 5: electronic energy -11334.024416 a.u..